Below is 3 unconnected molecules or ions with the total composition C34H67N4O2 in a non-equilibrium geometry, with properties calculated with ωB97M-V/def2-TZVPD.

Summary:
- <S²> = 2.01

Structure (ORCA input):
```
! wB97M-V def2-TZVPD RIJCOSX def2/J DEFGRID3
* xyz 1 3
C -5.900 -4.370 -1.022
C -4.685 -5.060 -1.648
C -4.116 -6.192 -0.783
C -3.696 -5.776 0.634
C -2.169 -5.780 0.839
C -1.877 -5.614 2.327
C -0.399 -5.475 2.663
C 0.170 -4.075 2.411
C -0.135 -3.129 3.597
C 1.139 -2.653 4.275
N 0.822 -1.660 5.319
C -0.209 -1.780 6.218
C -0.242 -0.720 6.992
N 0.825 0.065 6.563
C 1.449 -0.512 5.570
C 2.640 0.014 4.843
C 3.007 1.412 5.349
C 4.364 1.898 4.814
H -5.870 -4.333 0.064
H -6.791 -4.930 -1.287
H -6.003 -3.352 -1.384
H -3.895 -4.356 -1.908
H -5.040 -5.534 -2.559
H -4.934 -6.907 -0.681
H -3.328 -6.725 -1.309
H -4.110 -6.505 1.326
H -4.064 -4.791 0.913
H -1.836 -6.753 0.489
H -1.726 -4.991 0.232
H -2.495 -4.812 2.734
H -2.225 -6.530 2.803
H 0.187 -6.234 2.149
H -0.288 -5.691 3.729
H -0.231 -3.642 1.501
H 1.251 -4.180 2.320
H -0.638 -2.232 3.245
H -0.771 -3.667 4.288
H 1.792 -2.170 3.559
H 1.676 -3.478 4.730
H -0.878 -2.616 6.260
H -0.935 -0.497 7.774
H 1.017 0.943 7.018
H 2.450 0.025 3.774
H 3.483 -0.631 5.080
H 2.213 2.130 5.158
H 3.088 1.362 6.435
H 4.222 2.867 4.351
H 4.825 1.220 4.107
H 5.035 2.082 5.645
C 4.048 1.698 -2.142
C 4.003 1.346 -0.638
C 2.603 0.854 -0.276
C 1.564 1.974 -0.258
C 2.011 3.128 0.639
C 3.419 3.638 0.326
N 4.401 2.517 0.205
O 4.722 2.101 1.389
C 3.402 4.476 -0.967
C 3.851 4.614 1.418
C 5.014 0.214 -0.471
H 4.199 0.798 -2.736
H 3.127 2.143 -2.513
H 4.874 2.374 -2.365
H 2.623 0.373 0.710
H 2.298 0.083 -0.986
H 1.369 2.336 -1.270
H 0.612 1.580 0.106
H 1.302 3.954 0.553
H 1.967 2.795 1.683
H 4.416 4.745 -1.265
H 2.849 5.402 -0.807
H 2.919 3.981 -1.806
H 3.786 4.178 2.414
H 3.201 5.488 1.406
H 4.875 4.954 1.259
H 6.017 0.545 -0.745
H 4.742 -0.619 -1.118
H 5.049 -0.170 0.548
C -3.509 0.836 -4.182
C -2.501 1.777 -3.484
C -3.199 3.085 -3.113
C -3.496 3.968 -4.325
C -2.234 4.209 -5.151
C -1.489 2.926 -5.527
N -1.306 2.025 -4.347
O -0.338 2.476 -3.615
C -2.241 2.187 -6.652
C -0.138 3.293 -6.135
C -2.084 1.032 -2.218
H -4.116 0.316 -3.441
H -4.215 1.357 -4.825
H -2.998 0.076 -4.772
H -2.577 3.649 -2.411
H -4.130 2.860 -2.587
H -4.275 3.521 -4.947
H -3.896 4.926 -3.986
H -2.490 4.755 -6.061
H -1.565 4.863 -4.581
H -1.786 1.215 -6.846
H -2.192 2.763 -7.576
H -3.298 2.036 -6.450
H 0.453 3.931 -5.480
H -0.290 3.839 -7.065
H 0.447 2.400 -6.361
H -1.601 0.085 -2.466
H -2.964 0.818 -1.612
H -1.402 1.613 -1.598
*
```

Below is 3 unconnected molecules or ions with the total composition C34H68F2I2N3O11PS in a non-equilibrium geometry, with properties calculated with ωB97M-V/def2-TZVPD.

Structure (ORCA input):
```
! wB97M-V def2-TZVPD RIJCOSX def2/J DEFGRID3
* xyz 0 1
C 2.131 -3.112 2.452
C 2.575 -2.272 1.469
C 1.810 -1.121 0.838
C 1.945 0.278 1.469
N 1.110 1.153 0.683
C 1.356 1.713 -0.439
C 2.233 2.915 -0.671
C 0.624 1.246 -1.676
O 1.299 0.103 2.740
C 1.312 1.120 3.666
F 1.526 0.482 4.873
C -0.067 1.898 3.794
O -0.331 2.007 5.112
C -1.619 2.308 5.636
C -2.417 3.427 5.011
O -3.624 3.530 5.741
C -4.673 4.123 4.996
C -5.658 3.105 4.462
O -1.046 1.540 2.890
C -1.873 0.414 2.942
O -3.179 0.904 3.298
C -1.979 -0.107 1.506
C -3.091 -1.154 1.318
C -4.155 -0.762 0.275
C -4.061 -1.545 -1.025
O -3.339 -0.764 -2.008
C -3.046 -1.542 -3.079
O -3.775 -1.662 -4.017
P -1.355 -0.991 4.124
O -0.937 -2.257 3.198
O -2.715 -1.404 4.954
S 0.420 3.685 3.232
O 0.699 4.419 4.424
O 1.426 3.682 2.219
F -0.870 4.274 2.572
C 3.432 0.719 1.600
I 4.646 0.205 -0.055
C 4.105 0.240 2.961
C 4.523 1.442 3.832
I 5.895 -0.964 2.648
H 1.941 -2.759 3.460
H 2.025 -4.167 2.217
H 3.567 -2.464 1.055
H 2.100 -1.101 -0.208
H 0.764 -1.402 0.873
H 2.198 3.205 -1.720
H 1.852 3.760 -0.102
H 3.280 2.762 -0.421
H -0.088 0.480 -1.380
H 1.333 0.879 -2.414
H 0.032 2.075 -2.069
H 2.143 1.819 3.613
H -1.485 2.544 6.688
H -2.235 1.407 5.637
H -1.864 4.368 5.111
H -2.622 3.290 3.951
H -5.213 4.777 5.682
H -4.305 4.773 4.200
H -5.988 2.435 5.253
H -6.547 3.627 4.107
H -5.264 2.532 3.624
H -3.736 0.171 3.571
H -1.028 -0.588 1.288
H -2.062 0.733 0.819
H -3.558 -1.462 2.254
H -2.603 -2.043 0.919
H -4.051 0.281 -0.021
H -5.169 -0.876 0.655
H -3.526 -2.490 -0.887
H -5.040 -1.799 -1.430
H -2.101 -2.101 -3.042
H -1.665 -2.878 3.044
H -3.263 -0.644 5.180
H 3.465 1.802 1.663
H 3.447 -0.445 3.476
H 3.905 1.450 4.730
H 4.468 2.385 3.296
H 5.535 1.299 4.192
C 3.035 -6.315 -2.324
C 4.100 -5.229 -2.350
N 4.560 -4.840 -1.031
C 5.375 -3.639 -1.040
C 6.729 -3.683 -1.761
C 5.040 -5.921 -0.188
C 6.213 -6.770 -0.698
H 2.183 -6.007 -1.715
H 2.679 -6.504 -3.337
H 3.418 -7.257 -1.933
H 3.668 -4.344 -2.826
H 4.922 -5.559 -3.005
H 5.538 -3.323 -0.005
H 4.774 -2.844 -1.492
H 7.482 -4.219 -1.185
H 7.100 -2.664 -1.899
H 6.657 -4.137 -2.750
H 4.200 -6.589 0.015
H 5.296 -5.502 0.789
H 6.106 -7.027 -1.753
H 6.257 -7.708 -0.139
H 7.171 -6.272 -0.564
C -4.531 4.180 -7.571
C -3.194 3.648 -7.080
N -3.163 3.395 -5.652
C -1.831 3.134 -5.143
C -1.100 1.872 -5.621
C -4.208 2.521 -5.145
C -4.308 1.103 -5.723
H -4.809 5.088 -7.033
H -4.462 4.420 -8.633
H -5.332 3.449 -7.455
H -2.430 4.398 -7.302
H -2.931 2.757 -7.673
H -1.881 3.122 -4.052
H -1.212 4.002 -5.395
H -1.488 0.971 -5.146
H -0.042 1.942 -5.357
H -1.155 1.746 -6.702
H -5.168 3.020 -5.299
H -4.107 2.460 -4.058
H -4.189 1.096 -6.808
H -5.291 0.685 -5.501
H -3.573 0.429 -5.295
*
```

The DFT total energy results, record by record, are as follows: -1704.86539, -3862.57348 Ha.